The following is a quantum chemistry calculation of a cluster of 2 separate species, CH5N3O2 in total, from the OMol25 dataset.

Calculated values
Highest occupied orbital energy (alpha / beta)   -7.45 / -8.39 eV
Energy   -9676.495 eV
HOMO-LUMO gap (alpha / beta)   7.983 / 8.105 eV
ΔE to the lowest compared entry with this formula, charge and spin   137.8 kcal/mol
LUMO energy (alpha / beta)   0.535 / -0.288 eV

Each line ends with the Löwdin charge.
CARTESIAN COORDINATES (ANGSTROEM)
C -0.90957 0.69577 -0.20642  -0.09
N 2.56471 0.17458 -0.34425  0.08
N -0.03976 0.05839 0.74939  -0.18
N 0.21575 -1.21392 0.81335  -0.04
O -0.36791 -1.90213 -0.31220  -0.09
O 1.75289 0.94670 0.04924  -0.14
H -1.49476 1.43031 0.19505  0.05
H -0.41669 1.24608 -0.98188  0.07
H -1.69137 0.08068 -0.76462  0.11
H 0.01115 0.44979 1.71237  0.16
H 0.37556 -1.96624 -0.91004  0.07